Entry 1:
The following is a DFT calculation (ωB97M-V with the def2-TZVPD basis set) of a cluster of 2 separate species, C3H10NO2 in total.

- Spin multiplicity: 1
- E_tot: -325.49341 hartree
- E_HOMO: -2.71 eV
- ΔE to the lowest compared entry with this formula, charge and spin: 38.4 kcal/mol
- Frontier orbital gap: 0.2480 hartree
- Total charge: -1

The geometry in XYZ format:
```
16
Properties=species:S:1:pos:R:3:forces:R:3
C 0.31208 -0.55839 0.86246 0.8 0.7 1.1
H 1.25862 1.42930 -1.18953 -0.7 1.0 0.6
H 0.83024 0.06827 1.65453 0.0 -1.1 -0.4
H 0.18645 2.52114 -0.01728 0.4 0.5 -0.6
O 0.69193 -2.43853 -0.76950 0.7 1.4 1.5
H -1.70578 1.23759 -0.13483 -0.5 0.6 0.7
H -3.24089 1.23927 0.10519 0.1 0.2 0.0
H 1.58646 1.49225 0.52406 -0.9 0.4 -0.5
C 0.73727 1.60910 -0.21086 1.1 -1.6 0.7
O -2.51541 1.86041 -0.03379 0.1 -0.6 -0.3
C 1.29652 -1.56149 0.10738 -0.4 0.5 -1.5
H -0.20093 0.07711 -0.92527 -0.6 -0.6 0.0
H -0.53634 -0.99317 1.40595 0.2 -0.7 -0.4
N -0.23503 0.48929 0.00285 0.9 0.3 -1.7
H 2.05441 -0.80478 -0.49743 -1.0 -1.1 1.2
H 1.92564 -2.00230 0.92721 -0.1 -0.1 -0.3
```
Forces are in eV/Å.

Here are the Mulliken charges for atoms 1 to 8, given in e: atom 1 (C): -0.742, atom 2 (H): 0.301, atom 3 (H): 0.374, atom 4 (H): 0.336, atom 5 (O): -0.857, atom 6 (H): 0.605, atom 7 (H): 0.290, atom 8 (H): 0.293

Entry 2:
The following is a DFT calculation (ωB97M-V with the def2-TZVPD basis set) of a cluster of 3 separate species, C3H10NO2 in total.

- Spin multiplicity: 1
- E_tot: -325.24409 hartree
- E_HOMO: -14.59 eV
- ΔE to the lowest compared entry with this formula, charge and spin: 46.1 kcal/mol
- Frontier orbital gap: 0.3555 hartree
- Total charge: +1

The geometry in XYZ format:
```
16
Properties=species:S:1:pos:R:3:forces:R:3
H 0.44080 0.18240 1.62067 0.4 1.0 -0.2
H -1.59398 2.77165 -1.74757 -0.1 0.1 -0.1
C -0.58703 -1.89446 0.51406 -0.3 0.4 0.7
O 1.13369 0.85122 -1.04664 -0.4 0.2 -0.1
C 1.20165 -0.35537 1.07740 -0.7 -1.9 -0.8
H -0.75079 -2.95703 0.44837 0.2 -0.1 -0.1
H -1.44552 0.05229 0.72825 0.2 0.0 -0.1
H 1.52388 0.89442 -1.92084 0.5 -0.2 -0.2
N 0.78003 -1.48564 0.60035 0.3 0.4 1.0
H 2.25591 -0.18661 0.93557 0.0 0.5 0.6
C -1.57504 -1.01846 0.65031 0.0 -0.1 0.1
H -0.98560 3.43740 -0.49637 0.0 0.3 0.1
O -0.94268 2.66036 -1.05119 0.0 -0.5 -0.1
H 1.50803 -2.17341 0.47518 0.0 -0.2 -0.9
H 0.36549 1.44265 -1.15097 -0.1 0.2 0.3
H -2.59848 -1.34974 0.74967 0.0 -0.2 -0.3
```
Forces are in eV/Å.

Here are the Mulliken charges for atoms 1 to 8, given in e: atom 1 (H): 0.351, atom 2 (H): 0.308, atom 3 (C): 0.237, atom 4 (O): -0.568, atom 5 (C): -0.309, atom 6 (H): 0.355, atom 7 (H): 0.171, atom 8 (H): 0.314

Entry 3:
The following is a DFT calculation (ωB97M-V with the def2-TZVPD basis set) of a cluster of 2 separate species, C3H10NO2 in total.

- Spin multiplicity: 1
- E_tot: -325.26430 hartree
- E_HOMO: -15.69 eV
- ΔE to the lowest compared entry with this formula, charge and spin: 33.4 kcal/mol
- Frontier orbital gap: 0.4562 hartree
- Total charge: +1

The geometry in XYZ format:
```
16
Properties=species:S:1:pos:R:3:forces:R:3
H -1.39465 1.89848 0.20157 -1.1 1.0 -0.4
H 1.93678 -1.68320 -0.00016 0.9 -0.6 -0.4
H -0.59194 3.49593 0.09827 -1.0 0.8 1.6
C -0.83418 -1.10931 -1.16335 1.5 -0.5 -0.5
H -1.10398 -0.61904 -2.09660 -0.3 -0.5 0.0
O -0.38111 -0.04816 -0.34724 1.8 0.4 2.1
C 1.19837 -1.57358 0.75947 -2.8 -3.1 -1.3
O 0.92711 0.75991 1.24497 0.1 -1.8 -0.6
H 0.39276 -2.49321 0.69890 1.8 2.6 -0.3
H 0.01448 1.86160 0.90336 0.7 1.2 -1.3
C 0.66292 -0.25465 0.58402 -3.4 3.0 -0.2
H 0.04592 -1.75815 -1.28513 -0.7 -0.1 -0.7
H 1.52195 -1.68362 1.72412 1.6 0.0 2.2
H -0.20023 2.38388 -0.78584 0.4 -1.2 -0.2
N -0.57626 2.49392 0.14784 1.0 -1.1 0.0
H -1.61793 -1.67078 -0.68419 -0.5 0.0 0.0
```
Forces are in eV/Å.

Here are the Mulliken charges for atoms 1 to 8, given in e: atom 1 (H): 0.369, atom 2 (H): 0.396, atom 3 (H): 0.279, atom 4 (C): -0.744, atom 5 (H): 0.266, atom 6 (O): -0.402, atom 7 (C): -1.342, atom 8 (O): -0.618

Q: What is the formula in the first record?
A: C3H10NO2